No. 1
The following is a quantum chemistry calculation of a structure of composition C16H18FeN2S2, from the OMol25 dataset.

XYZ file:
```
39
Properties=species:S:1:pos:R:3
Fe 0.0210 -0.3108 -0.4482
C -1.8811 1.5810 1.0215
N -1.4693 0.2220 1.3665
C -0.7577 0.1654 2.6507
C 0.5511 -0.6336 2.5583
N 1.4146 -0.1654 1.4736
C 2.0551 1.1176 1.7635
C 2.4311 -1.1257 1.0942
C 3.0735 -1.9278 2.0224
C 4.0275 -2.8482 1.6228
C 4.3686 -2.9477 0.2854
C 3.7680 -2.1263 -0.6459
C 2.7878 -1.2111 -0.2640
S 2.0648 -0.1597 -1.4684
C -2.5790 -0.7047 1.3156
C -3.7815 -0.4197 1.9473
C -4.8563 -1.2868 1.8612
C -4.7253 -2.4770 1.1614
C -3.5267 -2.7841 0.5526
C -2.4442 -1.9029 0.6008
S -0.9845 -2.3339 -0.2625
H -2.4662 2.0591 1.8183
H -2.4870 1.5502 0.1174
H -0.9961 2.1928 0.8354
H -1.3914 -0.3087 3.4094
H -0.5416 1.1830 2.9843
H 0.3148 -1.6801 2.3526
H 1.0527 -0.5711 3.5340
H 2.6984 1.0619 2.6532
H 1.3035 1.8895 1.9209
H 2.6678 1.3970 0.9068
H 2.8282 -1.8455 3.0709
H 4.4978 -3.4843 2.3575
H 5.1077 -3.6670 -0.0317
H 4.0348 -2.1897 -1.6895
H -3.8860 0.4967 2.5080
H -5.7880 -1.0305 2.3407
H -5.5594 -3.1588 1.0889
H -3.4027 -3.7047 0.0053
```

Its spin multiplicity is 5. The expectation value of S² is 6.015. The HOMO energy (spin up / spin down) is -7.48 / -7.70 eV.

Charges in e, computed with Mulliken, in the same order as the atoms: atom 1 (Fe): 0.211, atom 2 (C): -1.198, atom 3 (N): 0.985, atom 4 (C): -1.406, atom 5 (C): -0.862, atom 6 (N): 0.941, atom 7 (C): -1.229, atom 8 (C): 0.112, atom 9 (C): -0.290, atom 10 (C): -0.867, atom 11 (C): -0.508, atom 12 (C): -0.702, atom 13 (C): 0.653, atom 14 (S): -0.394, atom 15 (C): -0.391, atom 16 (C): -0.247, atom 17 (C): -0.811, atom 18 (C): -0.505, atom 19 (C): -0.689, atom 20 (C): 0.671, atom 21 (S): -0.398, atom 22 (H): 0.367, atom 23 (H): 0.348, atom 24 (H): 0.299, atom 25 (H): 0.385, atom 26 (H): 0.591, atom 27 (H): 0.583, atom 28 (H): 0.363, atom 29 (H): 0.335, atom 30 (H): 0.311, atom 31 (H): 0.304, atom 32 (H): 0.316, atom 33 (H): 0.389, atom 34 (H): 0.378, atom 35 (H): 0.427, atom 36 (H): 0.351, atom 37 (H): 0.383, atom 38 (H): 0.376, atom 39 (H): 0.418


No. 2
The following is a quantum chemistry calculation of a cluster of 2 separate species, C2H9NO in total, from the OMol25 dataset.

XYZ file:
```
13
Properties=species:S:1:pos:R:3
C 2.5753 -5.2268 -2.4786
H 1.6237 -5.5890 -2.8358
H 3.4612 -5.7528 -2.8240
H 2.5660 -5.3108 -1.3873
H 2.7475 -4.1675 -2.6583
N -1.7661 2.3908 1.8920
C -1.6150 3.5306 1.0726
O -1.0820 4.5656 1.8280
H -2.2032 1.6333 1.3817
H -0.9227 2.0363 2.3456
H -1.1491 3.5297 0.0889
H -2.7104 3.7988 0.9084
H -1.5254 4.5617 2.6669
```

Its spin multiplicity is 2. As for the charge: +1. The expectation value of S² is 0.755. The HOMO energy (spin up / spin down) is -14.53 / -14.53 eV.

Charges in e, computed with Mulliken, in the same order as the atoms: atom 1 (C): -0.911, atom 2 (H): 0.223, atom 3 (H): 0.228, atom 4 (H): 0.234, atom 5 (H): 0.226, atom 6 (N): -0.263, atom 7 (C): -0.069, atom 8 (O): -0.375, atom 9 (H): 0.313, atom 10 (H): 0.323, atom 11 (H): 0.368, atom 12 (H): 0.349, atom 13 (H): 0.354


No. 3
The following is a quantum chemistry calculation of the molecule C2H4N2O2S, from the OMol25 dataset.

XYZ file:
```
11
Properties=species:S:1:pos:R:3
C 0.6338 0.3650 0.0101
C -0.8621 0.5293 0.0307
H 2.3998 1.3203 -0.1255
H 1.0261 2.3534 0.1819
H 2.6098 -1.9161 0.0413
H -0.9448 -1.8713 0.0641
N 1.3861 1.4549 -0.1133
N 1.0508 -0.8627 0.1182
O 2.4730 -0.9693 -0.0198
O -1.3164 1.6328 0.0623
S -1.8770 -0.9191 -0.0488
```

Its spin multiplicity is 1. Its SMILES is N/C(=N\O)C(=O)S. The HOMO energy is -9.17 eV.

Charges in e, computed with Mulliken, in the same order as the atoms: atom 1 (C): 0.277, atom 2 (C): 0.643, atom 3 (H): 0.249, atom 4 (H): 0.242, atom 5 (H): 0.333, atom 6 (H): 0.197, atom 7 (N): -0.389, atom 8 (N): -0.377, atom 9 (O): -0.446, atom 10 (O): -0.519, atom 11 (S): -0.210


No. 4
The following is a quantum chemistry calculation of a structure of composition C15H9I2LiN2O, from the OMol25 dataset.

XYZ file:
```
30
Properties=species:S:1:pos:R:3
Li -0.0161 0.1514 0.2698
I -1.3608 -3.2674 -2.7353
C 0.1682 -1.8537 -3.1283
C 0.8576 -1.8696 -4.3133
C 1.8395 -0.9132 -4.4910
I 2.9001 -0.9711 -6.3626
C 2.1498 0.0511 -3.5283
C 3.1393 1.0432 -3.6678
C 3.3478 1.9463 -2.6277
C 2.5777 1.8428 -1.4881
N 1.6318 0.9196 -1.3163
C 1.4082 0.0325 -2.3075
C 0.3797 -0.9434 -2.0801
O -0.3148 -1.0132 -1.0179
H 0.6364 -2.6044 -5.0744
H 3.7279 1.0994 -4.5742
H 4.1050 2.7176 -2.7158
H 2.7171 2.5306 -0.6624
N -0.5377 0.6702 1.9440
C -0.0470 1.6412 2.6192
C -0.4937 1.9958 3.9466
C 0.0548 3.0409 4.6420
C 1.0753 3.8277 4.1147
C 1.5375 3.5214 2.8314
C 1.0099 2.4868 2.1174
H -1.2907 1.4014 4.3883
H -0.3212 3.2640 5.6431
H 1.4977 4.6521 4.6820
H 2.3357 4.1246 2.3971
H 1.3689 2.2496 1.1221
```

Its spin multiplicity is 1. As for the charge: -2. The HOMO energy is 1.85 eV.

Charges in e, computed with Mulliken, in the same order as the atoms: atom 1 (Li): 0.889, atom 2 (I): -0.017, atom 3 (C): -0.640, atom 4 (C): -0.500, atom 5 (C): -0.303, atom 6 (I): -0.096, atom 7 (C): 1.329, atom 8 (C): -0.496, atom 9 (C): -0.838, atom 10 (C): -0.263, atom 11 (N): -0.496, atom 12 (C): -0.289, atom 13 (C): 1.174, atom 14 (O): -1.073, atom 15 (H): 0.353, atom 16 (H): 0.153, atom 17 (H): 0.356, atom 18 (H): 0.424, atom 19 (N): -1.281, atom 20 (C): 0.240, atom 21 (C): -0.568, atom 22 (C): -0.266, atom 23 (C): -0.592, atom 24 (C): -0.263, atom 25 (C): 0.182, atom 26 (H): 0.264, atom 27 (H): 0.242, atom 28 (H): 0.303, atom 29 (H): 0.244, atom 30 (H): -0.171


Values for calculated total energy, Ha, ordered as above
-2790.1121; -211.2015; -736.7466; -1364.6619
Values for relative energy (zero: lowest compared OMol25 entry of this formula, charge and spin), kcal per mole, ordered as above
6.5; 27.5; 36.6; 3.9